Entry from the Open Molecules 2025 dataset: 2 unconnected molecules or ions with the total composition C4H13N3 in a non-equilibrium geometry (ωB97M-V/def2-TZVPD).

Structure (XYZ):
```
20
Properties=species:S:1:pos:R:3:forces:R:3:mulliken_charge:R:1
C -2.2000 -0.2989 -0.3561 -6.857 -0.524 -1.439 0.213
C -0.6486 1.5168 -0.2643 0.052 2.142 0.346 -0.918
C 2.5985 0.5903 0.6130 2.391 0.235 -1.617 -0.723
C 1.4814 -1.1621 -0.5463 1.213 -0.244 2.699 -0.568
N -2.9648 -1.2427 0.1638 0.875 -1.234 0.221 -0.328
N -1.1709 0.2145 0.0772 4.241 0.488 3.933 -0.119
N 1.4633 -0.0922 0.4040 -0.457 -1.032 -1.116 0.008
H -2.7353 0.3168 -1.0441 -0.239 0.002 -1.172 0.351
H -0.4908 2.1870 0.6265 0.035 -1.177 -0.548 0.345
H -1.2857 2.1580 -0.8773 -0.702 -0.694 -0.056 0.408
H 0.2364 1.4698 -0.8682 0.709 -0.260 -0.076 0.332
H 2.8423 0.6062 1.7096 0.107 -0.434 -0.083 0.403
H 3.4121 0.3755 -0.1644 -0.614 0.342 1.649 0.374
H 2.4798 1.7167 0.7168 -0.652 -0.555 -0.217 0.396
H 1.4515 -1.9509 0.3602 -0.013 0.777 -1.142 0.390
H 0.5500 -1.3428 -1.0562 -0.395 0.050 -0.041 0.253
H 2.4186 -1.3952 -1.0803 -0.405 0.539 -0.020 0.395
H -3.8874 -1.4632 -0.1679 -0.188 0.454 -0.739 0.268
H -2.6623 -1.9975 0.7670 0.468 0.358 0.348 0.226
H -0.8881 -0.2063 0.9872 0.432 0.769 -0.929 0.294
```
Positions in Å, forces in eV/Å.

Its total charge is +2. Its energy above the lowest of the compared OMol25 structures with the same formula, charge and spin is 135.7 kcal per mole. The spin multiplicity is 1. The HOMO-LUMO gap is 7.53 eV. The highest occupied orbital energy comes out at -19.0 eV. The LUMO energy is -11.46 eV.

---

Entry from the Open Molecules 2025 dataset: a gas-phase ion, C4H13N3 (charge +2) in a non-equilibrium geometry (ωB97M-V/def2-TZVPD).

Structure (XYZ):
```
20
Properties=species:S:1:pos:R:3:forces:R:3:mulliken_charge:R:1
C 1.2317 0.5316 -1.2139 0.493 -2.065 -3.107 -0.552
C -0.1321 0.8162 -0.6430 -1.753 0.469 0.090 -0.861
C -0.6243 -0.3113 0.1973 -1.096 0.705 4.408 0.488
C -0.7550 -0.1359 1.6123 1.231 0.118 -3.678 -0.622
N -0.8384 -1.2632 2.5392 3.630 -1.861 -0.822 -0.282
N -1.0219 -1.4173 -0.4551 0.876 -0.149 -1.068 -0.438
N 1.8457 1.7500 -1.8962 -0.168 -0.663 -0.955 -0.282
H 1.9972 0.1009 -0.5329 -0.792 0.491 -0.171 0.377
H 1.1052 -0.1663 -2.0932 0.344 0.215 1.250 0.304
H -1.0194 1.0474 -1.2631 0.994 -0.266 -1.119 0.420
H -0.0757 1.7200 -0.1134 0.161 1.184 1.542 0.518
H -1.0546 0.8569 1.9260 0.954 -0.138 0.732 0.357
H -1.6251 -1.2212 3.0863 -2.709 0.100 2.018 0.348
H -0.8474 -2.1861 2.0597 -0.521 0.623 -0.050 0.353
H 0.0079 -1.4755 3.2115 -1.560 1.366 -1.309 0.419
H -0.8840 -2.2654 -0.0178 -0.066 -2.119 0.861 0.131
H -1.7159 -1.4582 -1.1803 0.170 0.518 -0.442 0.219
H 2.8843 1.7390 -1.9662 -0.748 -0.143 0.063 0.374
H 1.5642 2.4779 -1.2924 0.066 1.906 0.575 0.325
H 1.4440 1.9401 -2.8557 0.493 -0.291 1.182 0.403
```
Positions in Å, forces in eV/Å.

Its total charge is +2. As for the SMILES: N/C(=C\[NH3+])CC[NH3+]. Its energy above the lowest of the compared OMol25 structures with the same formula, charge and spin is 64.0 kcal per mole. The spin multiplicity is 1. The HOMO-LUMO gap is 9.34 eV. The highest occupied orbital energy comes out at -16.3 eV. The LUMO energy is -7.00 eV.

---

Entry from the Open Molecules 2025 dataset: a gas-phase ion, C4H13N3 (charge +2) in a non-equilibrium geometry (ωB97M-V/def2-TZVPD).

Structure (XYZ):
```
20
Properties=species:S:1:pos:R:3:forces:R:3:mulliken_charge:R:1
C 2.0902 0.4111 -0.0470 0.353 1.024 0.142 -0.841
C 0.7837 -0.3406 0.1474 -0.048 0.198 0.007 -0.376
C -0.3758 0.6424 0.3235 0.295 0.681 0.258 -0.898
N -3.8966 -0.3719 -0.0838 -0.121 0.706 0.298 -0.302
C -2.7365 0.2314 -0.1613 -0.126 0.125 -0.229 0.226
N -1.6417 -0.0849 0.4717 0.541 0.115 0.474 -0.136
N 3.2005 -0.4933 -0.5036 0.023 -0.887 -0.180 -0.289
H 2.0483 1.2851 -0.7024 -0.190 -0.457 -0.425 0.463
H 2.4324 0.8526 0.8893 -0.017 -0.213 0.147 0.359
H 0.9105 -0.9563 1.0432 -0.294 -0.173 -0.139 0.384
H 0.5169 -0.9666 -0.7055 0.309 -0.166 -0.050 0.402
H -0.4224 1.3336 -0.5288 -0.237 -0.389 0.026 0.410
H -0.2140 1.2972 1.1928 -0.117 -0.321 -0.041 0.333
H -4.6573 0.0960 -0.5597 -0.128 -0.255 -0.039 0.293
H -4.1658 -0.9814 0.6790 0.159 -0.231 -0.152 0.265
H -2.6633 1.0812 -0.8334 -0.045 -0.185 -0.186 0.319
H -1.6464 -0.7552 1.2323 -0.259 -0.164 -0.146 0.276
H 2.8830 -1.1875 -1.1899 -0.170 0.115 0.006 0.359
H 4.0080 -0.0501 -0.9533 -0.086 0.411 0.285 0.363
H 3.5463 -1.0428 0.2896 0.160 0.067 -0.057 0.390
```
Positions in Å, forces in eV/Å.

Its total charge is +2. As for the SMILES: N/C=[NH+]/CCC[NH3+]. Its energy above the lowest of the compared OMol25 structures with the same formula, charge and spin is 0.0 kcal per mole. The spin multiplicity is 1. The HOMO-LUMO gap is 12.06 eV. The highest occupied orbital energy comes out at -18.5 eV. The LUMO energy is -6.46 eV.

---

Entry from the Open Molecules 2025 dataset: C4H13N3O in the gas phase in a non-equilibrium geometry (ωB97M-V/def2-TZVPD).

Structure (XYZ):
```
21
Properties=species:S:1:pos:R:3:forces:R:3:mulliken_charge:R:1
C -0.9178 -0.0595 0.6260 -0.090 -2.752 -0.698 -0.481
N -1.6885 -0.0936 -0.6255 -0.849 0.846 1.816 -0.246
C -2.1313 1.0602 -1.3234 5.052 1.255 -3.426 -0.328
N -2.2373 0.8024 -2.8114 -0.165 1.806 2.596 -0.609
C 0.5395 0.3697 0.2605 -1.142 2.584 0.629 -0.443
N 1.3361 0.3075 1.4713 -3.028 -4.686 -0.162 -0.254
C 1.9027 -0.9966 1.7107 0.915 0.424 1.845 -0.501
O 3.0518 -1.1509 0.9113 1.017 -2.267 -0.848 -0.509
H -1.0448 -1.2171 0.9951 0.823 2.836 -0.452 0.247
H -1.2995 0.5933 1.4618 0.132 -0.588 -1.102 0.209
H -1.6662 -0.9317 -1.1426 0.060 -0.675 -0.425 0.275
H -2.9440 1.5783 -0.9715 -2.427 0.687 0.891 0.357
H -1.2634 1.9350 -1.3306 -1.774 -1.896 0.380 0.152
H -1.3660 0.4628 -3.1406 0.414 -0.590 -0.468 0.234
H -3.0394 0.2858 -3.0500 -0.707 -0.976 -0.432 0.199
H 0.3803 1.4989 0.0057 0.619 -1.888 0.266 0.306
H 0.9300 -0.1069 -0.6634 -0.103 -0.087 0.701 0.243
H 2.0293 0.9030 1.6455 3.072 3.507 0.240 0.211
H 1.3310 -1.8505 1.4291 -1.680 -0.099 0.151 0.346
H 2.2294 -1.1548 2.8121 -0.745 0.626 -1.439 0.271
H 3.0785 -2.1458 0.7748 0.605 1.933 -0.065 0.318
```
Positions in Å, forces in eV/Å.

As for the SMILES: NCNCCNCO. Its energy above the lowest of the compared OMol25 structures with the same formula, charge and spin is 82.1 kcal per mole. The spin multiplicity is 1. The HOMO-LUMO gap is 8.99 eV. The highest occupied orbital energy comes out at -8.2 eV. The LUMO energy is 0.83 eV.

---

Entry from the Open Molecules 2025 dataset: 2 unconnected molecules or ions with the total composition C4H13N3O in a non-equilibrium geometry (ωB97M-V/def2-TZVPD).

Structure (XYZ):
```
21
Properties=species:S:1:pos:R:3:forces:R:3:mulliken_charge:R:1
C 0.6987 1.4004 -1.3478 1.153 -1.686 -0.118 -0.687
C 0.3497 0.9923 0.1351 0.452 0.083 -1.409 -0.709
C 0.1784 -0.5102 0.2374 -0.169 -0.702 -0.707 0.584
C 1.1459 -1.3701 -0.1607 -0.197 0.893 0.750 -0.576
N 0.9921 -2.7402 -0.2272 -1.000 0.051 -0.470 -0.443
N -1.1368 -0.9343 0.5645 -0.144 0.743 -0.103 -0.489
N -0.4064 1.6102 -2.2922 -0.409 0.105 1.080 -0.629
H 1.2866 0.5736 -1.7788 -0.242 0.140 0.159 0.291
H 1.4269 2.1883 -1.3948 -0.167 1.022 0.083 0.394
H 1.1057 1.1888 0.8974 0.274 0.829 -0.420 0.409
H -0.5143 1.6407 0.3215 -0.229 -0.719 0.632 0.310
H 2.0881 -0.9774 -0.5063 0.278 0.036 0.202 0.341
H 1.7013 -3.4042 0.0129 0.129 0.177 0.148 0.197
H 0.0332 -2.9965 -0.0527 0.253 -0.568 0.072 0.197
H -1.7552 -0.7113 -0.2147 -0.242 -0.538 0.656 0.188
H -1.2939 -1.7959 1.0581 -0.029 -0.143 -0.296 0.182
H -1.0299 2.2870 -1.8584 -0.063 0.231 -0.301 0.285
H -0.9917 0.7712 -2.3574 0.482 0.113 -0.035 0.228
H -1.0772 0.8534 2.2054 0.065 -0.538 0.213 0.343
H -1.2588 0.7424 3.7844 0.126 0.008 -0.714 0.300
O -1.5427 1.1919 2.9745 -0.321 0.463 0.580 -0.715
```
Positions in Å, forces in eV/Å.

As for the SMILES: N/C=C(\N)CCN.O. Its energy above the lowest of the compared OMol25 structures with the same formula, charge and spin is 51.8 kcal per mole. The spin multiplicity is 1. The HOMO-LUMO gap is 8.36 eV. The highest occupied orbital energy comes out at -7.6 eV. The LUMO energy is 0.77 eV.

---

Entry from the Open Molecules 2025 dataset: 2 unconnected molecules or ions with the total composition C4H13N3O in a non-equilibrium geometry (ωB97M-V/def2-TZVPD).

Structure (XYZ):
```
21
Properties=species:S:1:pos:R:3:forces:R:3:mulliken_charge:R:1
C -1.5465 -1.4381 -1.3952 -0.563 -1.794 0.187 -0.450
C -1.3252 -0.8971 -0.0117 1.061 0.072 1.804 -0.746
C -0.0142 -0.1076 0.0857 -0.002 0.864 0.730 0.642
C 0.9987 -0.5171 0.8740 -0.279 -0.611 -0.811 -0.545
N 2.2300 0.1928 0.9968 -0.179 -0.509 0.469 -0.568
N 0.0620 1.2594 -0.3436 0.421 0.075 -0.111 -0.628
N -1.8113 -0.3810 -2.3763 0.561 -0.900 0.026 -0.595
H -0.7051 -2.1681 -1.4947 0.297 1.037 -0.856 0.288
H -2.3542 -2.1866 -1.4837 -0.343 0.632 0.485 0.356
H -1.1240 -1.6687 0.7501 -0.117 -0.611 -0.778 0.313
H -2.1514 -0.4192 0.5221 -0.136 0.754 -0.863 0.323
H 0.9197 -1.4400 1.4468 0.060 0.185 -0.089 0.278
H 2.6030 0.5167 0.1156 -0.105 0.099 -0.081 0.198
H 2.9269 -0.3776 1.4511 0.067 -0.006 -0.017 0.220
H 0.7802 1.7038 0.2263 -0.528 0.300 -0.007 0.232
H 0.3162 1.5078 -1.2937 -0.297 -0.589 -0.245 0.208
H -1.1635 0.3644 -2.2007 0.161 0.472 -0.066 0.265
H -1.5838 -0.7470 -3.2957 -0.163 0.170 -0.065 0.246
H 0.7942 2.9191 2.9035 0.068 0.125 0.435 0.291
H 1.3277 1.5462 2.3732 0.138 0.202 -0.003 0.321
O 0.8205 2.3378 2.1501 -0.122 0.035 -0.145 -0.647
```
Positions in Å, forces in eV/Å.

As for the SMILES: N/C=C(\N)CCN.O. Its energy above the lowest of the compared OMol25 structures with the same formula, charge and spin is 50.9 kcal per mole. The spin multiplicity is 1. The HOMO-LUMO gap is 8.58 eV. The highest occupied orbital energy comes out at -7.8 eV. The LUMO energy is 0.76 eV.

---

Q: Which formula does entry 6 have?
A: C4H13N3O